Entry 1:
Molecular formula: C23H44IN11O18S
Method: DFT, wB97M-V/def2-TZVPD

Values from the calculation:
Charge ... 0
Gap between HOMO and LUMO ... 7.8 eV
E ... -3554.486296 hartree
LUMO energy ... -1.10 eV

Element x y z (Å)
I (-0.92, -1.21, -5.00)
S (0.94, 2.01, -1.82)
O (-5.80, 7.97, -1.01)
O (-4.99, -2.25, -2.19)
O (-0.43, -5.32, -3.39)
O (-7.21, -4.23, 0.86)
O (6.49, -1.13, 6.00)
O (-0.02, 7.48, -2.14)
O (-1.82, 6.47, -1.50)
O (4.94, 10.00, -1.33)
O (-5.60, 10.11, -0.78)
O (-5.59, -0.77, -3.64)
O (-9.33, -4.37, 0.50)
O (6.36, 0.17, -1.72)
O (4.50, 0.65, -0.73)
O (2.75, -3.82, 4.00)
O (6.89, -2.63, 7.50)
O (4.59, 8.39, -2.73)
O (-0.18, -0.79, 1.38)
O (3.10, -1.71, 4.24)
N (-2.63, -5.83, 0.93)
N (0.36, 1.06, -3.01)
N (-8.20, -4.11, 0.17)
N (5.15, 0.29, -1.69)
N (-5.18, -1.11, -2.56)
N (4.22, 9.22, -1.92)
N (-0.72, 6.49, -2.02)
N (6.82, -1.48, 7.11)
N (3.47, -2.86, 4.21)
N (-5.15, 8.98, -0.83)
N (0.66, 1.17, -0.48)
C (4.40, -0.02, -2.93)
C (-3.68, 8.83, -0.65)
C (-1.78, -3.42, -2.70)
C (1.65, -2.55, 1.30)
C (0.60, -1.80, 2.10)
C (-1.54, -3.21, 0.42)
C (-1.16, -2.19, -1.99)
C (-0.08, 0.00, -2.32)
C (-0.38, -1.01, 0.05)
C (-3.11, -3.40, 0.37)
C (2.79, -1.65, 0.77)
C (-0.56, -4.12, -3.37)
C (-0.71, -1.17, -2.84)
C (3.97, -2.61, 0.39)
C (-1.01, -2.10, -0.51)
C (7.18, -0.42, 8.09)
C (-3.54, -4.89, 0.24)
C (-8.00, -3.59, -1.21)
C (-0.20, 5.20, -2.55)
C (0.08, 0.02, -0.87)
C (4.91, -3.12, 4.47)
C (-4.85, -0.04, -1.58)
C (2.77, 9.26, -1.63)
H (-3.43, 7.79, -0.71)
H (-1.86, -5.99, 0.29)
H (-4.52, -4.97, 0.74)
H (-3.43, 9.24, 0.33)
H (-5.04, 0.92, -2.04)
H (-0.14, 4.51, -1.72)
H (-0.90, 4.85, -3.31)
H (4.75, 0.65, -3.71)
H (3.34, 0.13, -2.74)
H (-2.22, -4.16, -2.02)
H (6.51, -0.51, 8.93)
H (-6.94, -3.40, -1.37)
H (3.14, -0.99, 1.57)
H (2.15, -3.24, 2.00)
H (5.48, -2.59, 3.70)
H (2.51, -1.14, -0.16)
H (-3.70, -5.19, -0.81)
H (1.23, -3.20, 0.51)
H (-5.48, -0.19, -0.71)
H (-2.49, -3.16, -3.49)
H (-3.20, 9.40, -1.44)
H (1.13, -1.25, 2.89)
H (0.23, -3.48, -3.82)
H (5.14, -2.74, 5.45)
H (2.48, 8.29, -1.24)
H (2.58, 10.04, -0.89)
H (-3.51, -3.02, 1.32)
H (-3.56, -2.81, -0.42)
H (4.60, -1.06, -3.19)
H (-1.01, -4.13, 0.12)
H (-8.36, -4.35, -1.90)
H (0.78, 5.37, -2.98)
H (7.07, 0.55, 7.61)
H (-3.11, -6.72, 0.98)
H (-3.80, -0.14, -1.32)
H (-8.58, -2.67, -1.30)
H (2.25, 9.49, -2.56)
H (3.69, -3.24, -0.46)
H (-0.04, -2.52, 2.65)
H (8.21, -0.58, 8.39)
H (-1.33, -3.04, 1.47)
H (4.13, -3.30, 1.24)
H (4.92, -2.07, 0.26)
H (5.09, -4.19, 4.41)

=====

Entry 2:
Molecular formula: C23H44N3OPPdSi2
Method: DFT, wB97M-V/def2-TZVPD

Values from the calculation:
Charge ... -2
Gap between HOMO and LUMO ... 2.6 eV
E ... -2190.482145 hartree
LUMO energy ... 4.29 eV

Element x y z (Å)
Pd (0.06, 0.40, 0.22)
P (1.58, -1.30, 0.98)
Si (-0.25, 2.08, 1.83)
Si (0.38, 1.91, -1.61)
O (-2.53, 0.17, -0.17)
N (0.28, -2.60, -4.32)
N (0.58, -2.22, -2.17)
N (-3.46, -1.89, 0.04)
C (-0.10, 3.60, -0.72)
C (1.60, -4.08, 0.52)
C (1.34, -1.71, -4.22)
C (-0.69, 2.13, -3.23)
C (-4.17, -2.95, -0.63)
C (1.10, 2.77, 3.05)
C (-1.82, 2.44, 2.92)
C (1.51, -1.50, -2.89)
C (2.08, 2.51, -2.33)
C (-1.29, -3.76, -2.72)
C (-2.90, -0.85, -0.67)
C (-0.67, 4.93, 1.22)
C (4.18, -0.64, 2.16)
C (-0.14, -2.86, -3.04)
C (-3.73, -1.69, 1.45)
C (-0.80, 6.08, 0.46)
C (-0.23, 4.78, -1.48)
C (1.18, -1.71, 2.78)
C (-0.29, -2.06, 2.95)
C (3.05, -0.19, 1.23)
C (-0.58, 6.00, -0.92)
C (-0.34, 3.68, 0.67)
C (2.54, -2.88, 0.63)
H (4.87, 0.18, 2.37)
H (0.82, 3.76, 3.43)
H (3.05, -2.73, -0.33)
H (-0.87, -1.28, 2.45)
H (-0.83, 5.01, 2.29)
H (-4.00, -2.87, -1.71)
H (3.79, -0.99, 3.12)
H (2.01, 3.53, -2.75)
H (-2.71, 2.52, 2.29)
H (2.07, -4.93, 0.01)
H (-0.59, -2.11, 4.00)
H (0.71, -3.80, -0.05)
H (-1.59, -3.56, -1.69)
H (-4.79, -1.47, 1.62)
H (2.19, -0.84, -2.38)
H (2.61, 0.74, 1.59)
H (4.77, -1.46, 1.72)
H (-1.02, -4.82, -2.81)
H (-1.07, 7.02, 0.92)
H (2.42, 1.84, -3.14)
H (-5.25, -2.89, -0.44)
H (3.44, 0.02, 0.23)
H (-0.21, -2.85, -5.17)
H (-0.06, 4.74, -2.55)
H (3.30, -3.07, 1.39)
H (-2.80, -1.08, -1.75)
H (-3.82, -3.93, -0.31)
H (-1.74, 2.31, -2.97)
H (-0.69, 6.88, -1.54)
H (-0.34, 2.96, -3.86)
H (-1.73, 3.37, 3.50)
H (2.85, 2.52, -1.56)
H (1.27, -4.42, 1.50)
H (-1.99, 1.62, 3.63)
H (1.84, -1.33, -5.09)
H (1.82, -2.51, 3.17)
H (-2.14, -3.57, -3.38)
H (-0.53, -3.02, 2.48)
H (-3.46, -2.58, 2.02)
H (1.23, 2.11, 3.92)
H (-0.64, 1.21, -3.83)
H (1.38, -0.78, 3.34)
H (-3.13, -0.85, 1.79)
H (2.07, 2.86, 2.55)

=====

Entry 3:
Molecular formula: C23H44N9O7P2SSn
Method: DFT, wB97M-V/def2-TZVPD

Values from the calculation:
Charge ... +1
Energy relative to the best compared isomer or geometry (same formula, charge and spin) ... 0.0 kcal per mole
Gap between HOMO and LUMO ... 7.4 eV
E ... -3217.509683 hartree
LUMO energy ... -2.50 eV

Element x y z (Å)
Sn (0.44, 1.44, -0.25)
S (0.78, 4.26, -0.66)
P (0.30, -1.66, 1.96)
P (-2.35, -0.54, 1.67)
O (-2.01, -0.09, 0.30)
O (-0.67, 1.40, -2.17)
O (2.07, 0.79, -1.43)
O (-1.31, -1.68, 2.21)
O (0.79, -0.29, 1.66)
O (3.26, -0.69, -0.21)
O (3.49, 3.12, -0.26)
N (-2.34, 0.60, 2.85)
N (3.72, 3.24, -1.62)
N (-1.29, -0.14, -3.71)
N (1.00, 4.71, -3.23)
N (-3.80, -1.29, 1.72)
N (0.86, -2.27, 3.36)
N (-2.87, 1.18, -2.62)
N (2.86, 3.77, -2.48)
N (0.58, -2.73, 0.75)
C (0.29, -4.14, 1.00)
C (3.04, -0.07, -1.22)
C (-1.62, 0.45, 4.11)
C (-1.58, 0.83, -2.81)
C (-3.52, 0.04, -4.68)
C (4.58, 2.47, 0.23)
C (-3.22, 2.19, -1.63)
C (4.87, 2.72, -1.95)
C (2.31, -2.24, 3.54)
C (-2.56, 1.99, 2.46)
C (-4.37, -1.69, 3.01)
C (0.13, -3.11, 4.30)
C (0.08, -0.57, -3.91)
C (6.67, 1.51, -0.49)
C (5.49, 2.20, -0.78)
C (-2.32, -0.85, -4.46)
C (-3.98, 0.57, -3.34)
C (0.33, -2.33, -0.63)
C (-4.15, -2.20, 0.63)
C (6.87, 1.14, 0.82)
C (4.76, 2.11, 1.56)
C (5.93, 1.43, 1.82)
C (1.65, 4.21, -2.16)
H (-1.88, -1.16, -5.41)
H (3.68, -0.21, -2.12)
H (7.39, 1.29, -1.26)
H (2.71, -3.26, 3.57)
H (-4.10, 1.85, -1.08)
H (-1.60, -0.59, 4.42)
H (0.23, -2.71, 5.31)
H (6.13, 1.11, 2.84)
H (-2.41, 2.32, -0.92)
H (-3.69, -1.85, -0.29)
H (-4.42, -0.23, -2.73)
H (0.82, -4.74, 0.25)
H (-3.81, -3.22, 0.84)
H (0.16, -1.65, -3.73)
H (0.65, -4.44, 1.98)
H (-1.61, 2.52, 2.33)
H (0.38, -0.38, -4.95)
H (-2.60, -1.77, -3.92)
H (2.78, -1.72, 2.70)
H (0.08, 5.08, -3.11)
H (-4.15, -0.93, 3.76)
H (-3.12, 2.05, 1.54)
H (0.53, -4.13, 4.30)
H (2.57, -1.73, 4.46)
H (-3.24, 0.88, -5.32)
H (0.77, -1.35, -0.81)
H (-4.32, -0.51, -5.17)
H (-2.15, 1.02, 4.88)
H (-5.23, -2.21, 0.51)
H (-3.98, -2.66, 3.34)
H (-3.13, 2.49, 3.25)
H (1.47, 4.75, -4.12)
H (-4.75, 1.33, -3.47)
H (5.17, 2.74, -2.98)
H (-3.44, 3.14, -2.11)
H (-5.45, -1.77, 2.91)
H (-0.60, 0.82, 4.03)
H (7.77, 0.60, 1.09)
H (4.03, 2.32, 2.32)
H (-0.92, -3.15, 4.04)
H (0.74, -0.04, -3.24)
H (-0.73, -2.30, -0.87)
H (-0.78, -4.37, 0.93)
H (0.84, -3.03, -1.29)

=====

Entry 4:
Molecular formula: C23H44NOP3Pd
Method: DFT, wB97M-V/def2-TZVPD

Values from the calculation:
Multiplicity ... 5
Charge ... +4
Energy relative to the best compared isomer or geometry (same formula, charge and spin) ... 95.7 kcal per mole
Gap between HOMO and LUMO (spin up / spin down) ... 6.7 / 2.9 eV
E ... -2182.971082 hartree
LUMO energy (spin up / spin down) ... -12.84 / -16.54 eV

Element x y z (Å)
Pd (0.21, -0.54, -1.87)
P (-2.41, -0.04, -1.43)
P (0.16, -2.73, -2.49)
P (2.15, -0.23, -0.60)
O (-0.26, 1.27, -2.60)
N (-0.71, -1.01, 0.91)
C (-1.10, 2.31, -5.88)
C (-1.04, -2.24, 1.36)
C (-0.08, 1.37, -3.91)
C (0.64, 0.73, -6.15)
C (2.31, 1.46, 0.04)
C (-1.32, -2.52, 2.70)
C (0.83, 0.65, -4.74)
C (3.53, -0.48, -1.73)
C (-0.96, 2.30, -4.50)
C (-1.66, -1.74, 5.06)
C (-1.46, -3.42, -2.92)
C (-3.27, 0.02, -3.06)
C (-0.73, -0.01, 1.82)
C (-2.65, 1.66, -0.78)
C (-3.61, -1.02, -0.43)
C (-0.11, 4.13, 0.41)
C (1.15, -2.84, -4.02)
C (2.48, -1.30, 0.84)
C (-1.34, -1.49, 3.62)
C (-1.03, -0.21, 3.16)
C (-0.33, 1.51, -6.70)
C (0.91, -3.91, -1.33)
C (0.23, 4.40, -0.88)
H (1.70, 0.04, -4.37)
H (-3.40, -2.09, -0.57)
H (1.94, -0.92, 1.72)
H (0.92, -3.78, -4.52)
H (1.79, 2.18, -0.61)
H (-1.86, 2.95, -6.31)
H (1.30, 0.16, -6.81)
H (-3.49, -0.78, 0.63)
H (3.57, -1.25, 1.04)
H (-1.86, 2.30, -1.16)
H (1.89, 1.52, 1.05)
H (-1.00, 0.65, 3.84)
H (-3.27, -0.98, -3.50)
H (3.40, 0.14, -2.64)
H (-1.31, -4.47, -3.22)
H (-2.75, 0.70, -3.74)
H (2.18, -2.34, 0.64)
H (1.98, -3.73, -1.27)
H (-4.64, -0.80, -0.74)
H (1.49, -1.62, -2.14)
H (-1.58, 2.92, -3.85)
H (-1.53, -3.55, 2.99)
H (3.38, 1.69, 0.08)
H (3.60, -1.54, -2.03)
H (2.20, -2.82, -3.74)
H (-0.78, -2.09, 5.63)
H (-2.03, -0.84, 5.56)
H (0.46, -3.80, -0.34)
H (-4.31, 0.36, -2.93)
H (-0.53, 4.46, -1.65)
H (-1.92, -2.88, -3.75)
H (-2.60, 1.64, 0.31)
H (-1.09, -3.04, 0.61)
H (4.46, -0.21, -1.22)
H (-2.43, -2.53, 5.16)
H (1.27, 4.56, -1.14)
H (-2.15, -3.39, -2.07)
H (0.65, 4.18, 1.18)
H (0.94, -2.00, -4.67)
H (-0.52, 1.50, -7.77)
H (-3.63, 2.06, -1.09)
H (-0.49, 1.00, 1.47)
H (0.69, -4.91, -1.72)
H (-1.17, 4.06, 0.68)

=====

Entry 5:
Molecular formula: C23H44NOP3Ru
Method: DFT, wB97M-V/def2-TZVPD

Values from the calculation:
Multiplicity ... 5
Charge ... +4
Energy relative to the best compared isomer or geometry (same formula, charge and spin) ... 57.7 kcal per mole
Gap between HOMO and LUMO (spin up / spin down) ... 6.9 / 4.1 eV
E ... -2150.053873 hartree
LUMO energy (spin up / spin down) ... -12.55 / -16.50 eV

Element x y z (Å)
Ru (-0.11, 0.12, -0.24)
P (-2.14, 1.03, -0.27)
P (0.65, 2.31, -0.61)
P (-0.29, -0.37, -2.61)
O (2.02, 0.20, 1.33)
N (-0.59, -1.68, 0.97)
C (4.28, 0.57, 1.17)
C (1.49, 0.64, 4.48)
C (5.56, -0.86, -0.32)
C (-0.33, 0.99, -3.91)
C (-2.99, 1.93, -1.63)
C (-3.49, -0.20, 0.04)
C (-2.50, 2.20, 1.08)
C (-2.88, -4.98, 2.35)
C (4.43, -1.63, -0.62)
C (3.22, -1.33, -0.03)
C (-2.06, -2.59, 2.60)
C (-0.19, 3.71, -1.42)
C (3.12, -0.19, 0.83)
C (1.03, -1.48, -3.19)
C (-1.87, -1.37, -2.90)
C (-1.32, -1.53, 2.09)
C (0.96, 3.06, 1.03)
C (-1.10, -3.99, 0.90)
C (2.26, 2.37, -1.46)
C (-0.38, -2.90, 0.45)
C (5.45, 0.24, 0.55)
C (-2.01, -3.82, 1.94)
C (0.29, 1.24, 4.63)
H (0.54, 4.51, -1.55)
H (-2.60, 2.94, -1.77)
H (2.02, -1.09, -2.92)
H (3.07, 2.05, -0.79)
H (6.53, -1.08, -0.77)
H (-3.57, 2.13, 1.31)
H (1.42, 2.33, 1.71)
H (-1.27, 1.57, -3.86)
H (4.16, 1.39, 1.89)
H (-2.28, 3.24, 0.79)
H (-0.26, 0.49, -4.89)
H (-1.94, -2.17, -2.16)
H (0.92, -2.49, -2.76)
H (-1.37, -0.53, 2.52)
H (0.18, 2.33, 4.53)
H (-2.20, -5.79, 2.70)
H (-3.46, -5.36, 1.48)
H (6.34, 0.82, 0.80)
H (-2.77, -0.74, -2.78)
H (-1.00, -4.94, 0.39)
H (-0.57, 3.45, -2.41)
H (-1.28, -0.80, -0.90)
H (-1.81, -1.84, -3.90)
H (2.46, 3.40, -1.78)
H (-4.05, 2.02, -1.34)
H (2.23, 1.72, -2.34)
H (0.53, 1.68, -3.80)
H (-0.61, 0.64, 4.84)
H (-1.00, 4.11, -0.82)
H (1.63, 3.92, 0.91)
H (-4.41, 0.19, -0.42)
H (-1.94, 1.97, 2.00)
H (-2.95, 1.41, -2.59)
H (0.26, -2.98, -0.41)
H (2.28, -1.85, -0.24)
H (-2.70, -2.42, 3.46)
H (-3.27, -1.19, -0.38)
H (-3.64, -0.31, 1.12)
H (2.41, 1.22, 4.29)
H (0.02, 3.43, 1.46)
H (-3.57, -4.67, 3.16)
H (4.46, -2.45, -1.33)
H (1.61, -0.46, 4.59)
H (0.95, -1.51, -4.27)

=====

Entry 6:
Molecular formula: C23H44NP3ScSe
Method: DFT, wB97M-V/def2-TZVPD

Values from the calculation:
Charge ... +3
Energy relative to the best compared isomer or geometry (same formula, charge and spin) ... 101.3 kcal per mole
Gap between HOMO and LUMO (spin up / spin down) ... 4.3 / 4.3 eV
E ... -5142.601544 hartree
LUMO energy (spin up / spin down) ... -10.37 / -10.37 eV

Element x y z (Å)
Se (0.28, 1.25, -0.75)
Sc (-0.23, -2.58, -0.87)
P (1.76, 2.99, -0.46)
P (2.10, -1.79, 0.14)
P (-0.78, 0.86, 1.94)
N (-1.84, -3.88, -0.33)
C (2.82, 2.59, -1.85)
C (-2.07, 3.77, -3.17)
C (2.58, 2.59, 1.11)
C (0.17, 2.24, -3.88)
C (2.25, -1.68, 1.98)
C (-3.59, -3.31, 1.27)
C (-1.41, -4.09, 2.05)
C (0.20, -3.06, -2.82)
C (-1.45, 3.96, -4.42)
C (-2.10, 2.05, 1.46)
C (-2.30, -3.77, 1.04)
C (-4.03, -3.13, 2.60)
C (-1.86, -3.90, 3.38)
C (-1.75, -0.28, 3.01)
C (-0.38, 2.17, -2.60)
C (0.85, 4.51, -0.52)
C (0.02, 1.89, 3.26)
C (2.76, -3.45, -0.30)
C (3.53, -0.77, -0.37)
C (-3.14, -3.42, 3.65)
C (-1.56, 2.83, -2.26)
C (-0.34, 3.20, -4.80)
C (-1.04, -2.24, -2.78)
H (1.74, 1.06, -0.53)
H (-1.09, -4.57, -0.55)
H (-2.51, -3.77, -1.11)
H (-2.97, 4.34, -2.90)
H (-4.24, -3.07, 0.43)
H (-5.01, -2.72, 2.83)
H (3.08, -1.01, 2.26)
H (2.39, -2.69, 2.40)
H (0.97, 1.57, -4.20)
H (-2.06, 2.63, -1.29)
H (-1.69, 3.05, 1.29)
H (-0.59, 1.94, 4.16)
H (0.19, 4.60, 0.36)
H (-2.56, -0.72, 2.42)
H (2.17, -4.25, 0.16)
H (-1.18, -4.09, 4.21)
H (1.61, 5.31, -0.55)
H (0.13, 3.37, -5.79)
H (3.56, -0.57, -1.45)
H (3.52, 3.19, 1.14)
H (2.78, 1.49, 1.27)
H (2.33, 2.77, -2.81)
H (-2.86, 2.09, 2.25)
H (3.53, 0.21, 0.12)
H (-2.56, 1.70, 0.53)
H (-3.47, -3.26, 4.68)
H (-0.97, -1.13, -2.85)
H (0.12, -4.16, -2.95)
H (-2.17, 0.26, 3.86)
H (1.14, -2.61, -3.16)
H (-1.98, -2.58, -3.23)
H (0.25, 4.58, -1.44)
H (3.73, 3.21, -1.79)
H (4.49, -1.22, -0.06)
H (1.30, -1.27, 2.37)
H (-1.88, 4.69, -5.11)
H (-1.10, -1.09, 3.36)
H (-0.41, -4.49, 1.83)
H (0.18, 2.92, 2.91)
H (1.00, 1.44, 3.51)
H (3.81, -3.55, 0.03)
H (2.76, -3.58, -1.40)
H (3.13, 1.53, -1.88)
H (1.95, 2.93, 1.94)